1.
Here is a molecular structure, C35H36GeN2O5SV at a distorted geometry from the Open Molecules 2025 dataset. Energies are from ωB97M-V/def2-TZVPD.

Each line ends with the Mulliken charge.
Element x y z (Å)
V -0.09 -1.74 -0.48  -0.652
O -5.67 -3.14 -0.14  -0.604
C -5.61 -1.85 -0.11  0.331
O -6.59 -1.15 -0.23  -0.670
C -4.25 -1.23 -0.12  0.914
C -4.06 0.14 -0.18  -0.821
N -2.71 0.27 -0.27  -0.123
N -2.08 -0.91 -0.27  1.273
C -3.02 -1.80 -0.18  -0.989
C -2.55 -3.22 -0.04  0.962
O -3.41 -4.13 0.02  -0.872
O -1.32 -3.39 -0.08  -0.529
H -4.70 -3.58 -0.12  0.410
H -4.77 0.94 -0.03  0.491
H -2.12 1.12 -0.10  -0.392
C 2.64 -3.67 0.88  -1.022
S 1.67 -3.50 -0.56  1.462
O 1.62 -4.90 -1.07  -0.921
C 2.79 -2.69 -1.62  0.238
C 2.98 -3.16 -2.92  -0.504
C 3.78 -2.39 -3.75  -0.906
C 4.57 -1.35 -3.25  -0.368
C 4.43 -0.93 -1.89  -0.787
C 3.49 -1.61 -1.15  0.163
H 2.58 -2.70 1.48  0.293
H 3.67 -3.78 0.51  0.437
H 2.22 -4.47 1.56  0.368
H 2.28 -3.98 -3.15  0.456
H 3.94 -2.68 -4.73  0.582
H 5.25 -0.79 -3.95  0.287
H 4.97 -0.09 -1.47  0.435
H 3.26 -1.34 -0.15  0.078
C -1.96 -1.15 -3.76  -1.465
C -0.83 -0.29 -3.29  1.813
C -0.13 0.49 -4.39  -1.764
C 0.19 -1.10 -2.44  -0.677
H -2.59 -0.56 -4.43  0.390
H -2.46 -1.55 -2.86  0.173
H -1.61 -2.07 -4.26  0.296
H -1.33 0.45 -2.62  -0.253
H 0.42 -0.24 -4.99  0.371
H 0.65 1.16 -4.05  0.296
H -0.81 1.14 -4.96  0.403
H 1.13 -0.57 -2.23  0.148
H 0.46 -1.89 -3.17  0.516
C 1.00 -0.74 0.71  0.575
Ge 0.35 0.76 1.55  0.827
C -0.02 2.30 0.17  0.101
C -1.00 3.32 0.27  0.085
C -1.07 4.37 -0.65  -0.645
C -0.21 4.34 -1.73  -0.601
C 0.83 3.39 -1.85  -0.761
C 0.87 2.32 -0.92  -1.190
C 1.75 1.60 2.69  -0.074
C 1.88 1.20 4.00  -0.144
C 2.81 1.74 4.91  -0.908
C 3.63 2.73 4.53  -0.173
C 3.58 3.19 3.18  -0.778
C 2.63 2.63 2.34  -0.424
C -1.22 0.77 2.70  0.259
C -2.16 -0.23 2.88  -0.321
C -3.22 -0.10 3.70  -0.481
C -3.42 1.12 4.32  -0.437
C -2.55 2.21 4.15  -0.990
C -1.37 1.96 3.46  -0.741
H 2.06 -0.89 1.00  0.426
H -1.70 3.18 1.08  0.411
H -1.85 5.14 -0.57  0.340
H -0.20 5.23 -2.38  0.276
H 1.51 3.53 -2.69  0.380
H 1.62 1.62 -0.90  0.901
H 1.21 0.45 4.41  0.328
H 2.71 1.41 5.91  0.408
H 4.18 3.32 5.30  0.270
H 4.08 4.11 2.90  0.342
H 2.62 2.97 1.36  0.444
H -1.96 -1.18 2.47  0.199
H -3.97 -0.87 3.72  0.409
H -4.32 1.12 4.92  0.335
H -2.72 3.11 4.63  0.537
H -0.67 2.77 3.43  0.551

Results
Net charge: -1
Relative energy (zero: lowest compared OMol25 entry of this formula, charge and spin), kcal per mole: 44.41
Spin multiplicity: 3
Orbital gap (spin up / spin down), eV: 6.8 / 6.9
⟨S²⟩: 2.037
HOMO level (spin up / spin down), eV: -4.343 / -4.426

2.
Here is a molecular structure, C35H36GeN4O2OsS from the Open Molecules 2025 dataset. Energies are from ωB97M-V/def2-TZVPD.

Each line ends with the Mulliken charge.
Element x y z (Å)
Os 0.38 -0.30 1.22  1.123
C -0.59 0.68 5.41  -1.766
C -0.54 0.33 3.96  1.029
N 0.53 0.19 3.26  0.024
N 1.79 0.35 3.77  -0.387
C 2.85 0.05 2.99  0.671
N 4.06 0.22 3.49  -0.360
S 2.66 -0.61 1.40  -0.437
C -1.78 0.06 3.20  0.593
C -3.03 0.16 3.77  -0.785
C -4.16 -0.10 3.00  -0.670
C -4.00 -0.46 1.68  -0.875
C -2.71 -0.57 1.17  -0.117
N -1.62 -0.32 1.90  -0.058
H 0.33 1.12 5.78  0.472
H -0.81 -0.21 6.01  0.380
H -1.37 1.41 5.60  0.435
H 1.90 0.72 4.71  0.147
H 4.23 0.54 4.43  0.210
H 4.86 -0.03 2.93  0.237
H -3.14 0.44 4.81  0.425
H -5.15 -0.02 3.43  0.465
H -4.84 -0.66 1.04  0.506
H -2.53 -0.87 0.14  0.544
C 1.34 7.30 -2.57  -1.441
C 1.18 6.03 -1.82  0.656
C 2.22 5.07 -1.79  -0.970
C 2.07 3.91 -1.08  0.884
C 3.13 2.86 -1.01  -1.230
C 0.83 3.71 -0.38  0.461
C -0.24 4.67 -0.38  1.019
C -1.48 4.41 0.40  -1.470
C -0.05 5.80 -1.12  -0.808
C 0.69 2.47 0.46  0.269
O 0.95 2.58 1.64  -0.614
O 0.34 1.40 -0.15  -0.554
H 2.28 7.36 -3.11  0.385
H 1.28 8.13 -1.86  0.383
H 0.50 7.44 -3.25  0.396
H 3.13 5.26 -2.33  0.445
H 4.07 3.22 -1.41  0.503
H 2.81 1.99 -1.59  0.140
H 3.29 2.52 0.02  0.259
H -1.82 3.38 0.26  0.240
H -2.28 5.08 0.08  0.459
H -1.30 4.57 1.46  0.332
H -0.81 6.57 -1.18  0.515
C 0.87 -3.99 0.87  -1.707
Ge 0.45 -2.41 -0.20  1.434
C 1.84 -2.18 -1.55  0.313
C 2.16 -0.92 -2.07  0.700
C 3.14 -0.78 -3.04  -0.786
C 3.83 -1.90 -3.50  -0.597
C 3.53 -3.15 -2.98  -0.796
C 2.55 -3.29 -2.01  -0.647
C -1.18 -2.70 -1.37  -0.332
C -1.27 -1.79 -2.45  -0.178
C -2.20 -1.93 -3.46  -1.191
C -3.10 -3.00 -3.43  -0.603
C -3.08 -3.91 -2.36  0.761
C -3.99 -4.98 -2.33  -0.758
C -3.99 -5.89 -1.27  -0.558
C -3.09 -5.73 -0.24  -0.947
C -2.17 -4.67 -0.26  -0.434
C -2.13 -3.75 -1.31  1.064
H 0.78 -4.89 0.27  0.626
H 0.26 -4.09 1.77  0.468
H 1.91 -3.89 1.18  0.426
H 1.62 -0.04 -1.73  -0.094
H 3.37 0.19 -3.45  0.429
H 4.60 -1.79 -4.25  0.416
H 4.07 -4.02 -3.33  0.431
H 2.34 -4.28 -1.62  0.337
H -0.55 -0.98 -2.52  0.396
H -2.23 -1.23 -4.28  0.468
H -3.82 -3.12 -4.23  0.474
H -4.70 -5.10 -3.14  0.476
H -4.70 -6.71 -1.26  0.447
H -3.08 -6.42 0.59  0.470
H -1.47 -4.58 0.56  0.426

Results
Net charge: +3
Relative energy (zero: lowest compared OMol25 entry of this formula, charge and spin), kcal per mole: 19.66
Spin multiplicity: 6
Orbital gap (spin up / spin down), eV: 6.8 / 5.0
⟨S²⟩: 8.811
HOMO level (spin up / spin down), eV: -15.168 / -15.496

3.
Here is a molecular structure, C35H36N13OS3SeZn at a distorted geometry from the Open Molecules 2025 dataset. Energies are from ωB97M-V/def2-TZVPD.

Each line ends with the Mulliken charge.
Element x y z (Å)
Zn 11.29 14.78 15.54  -0.059
C 14.72 10.55 15.53  -0.781
N 14.05 11.81 15.17  0.766
C 12.83 12.25 15.47  -0.097
N 12.65 13.44 14.95  -0.195
C 13.87 13.69 14.36  -0.435
N 14.69 12.69 14.37  -1.062
C 14.06 9.87 16.72  0.871
C 14.10 8.47 16.74  -0.800
C 13.63 7.75 17.79  -0.640
C 12.97 8.37 18.82  -1.034
C 12.96 9.78 18.85  0.162
C 13.46 10.56 17.77  -0.543
C 12.39 10.49 20.00  0.458
N 12.10 9.90 21.16  -0.415
N 11.63 10.89 22.02  -0.477
C 11.72 12.07 21.41  0.511
O 12.23 11.88 20.11  -0.211
C 11.36 13.41 21.92  -0.182
C 10.80 13.53 23.16  -0.513
C 10.31 14.80 23.63  -0.947
C 10.45 15.87 22.78  -0.664
C 11.03 15.79 21.49  0.422
C 11.06 16.97 20.56  -1.053
N 11.49 16.69 19.20  0.794
C 10.81 16.15 18.19  0.146
N 11.65 15.75 17.22  -0.100
C 12.88 16.07 17.70  -0.362
N 12.83 16.60 18.90  -0.706
C 11.59 14.55 21.15  0.264
H 15.80 10.75 15.74  0.308
H 14.85 9.88 14.64  0.408
H 12.08 11.76 16.06  0.783
H 14.02 14.61 13.78  0.412
H 14.51 8.02 15.87  0.429
H 13.73 6.65 17.69  0.377
H 12.66 7.90 19.72  0.570
H 13.45 11.66 17.81  0.959
H 10.95 12.69 23.82  0.457
H 9.80 14.83 24.56  0.443
H 10.11 16.86 23.09  0.423
H 11.72 17.74 20.97  0.340
H 10.04 17.34 20.42  0.416
H 9.76 15.98 18.18  0.481
H 13.83 15.83 17.17  0.488
H 12.19 14.52 20.25  0.603
S 9.17 14.53 14.69  -0.380
C 10.01 15.39 13.45  0.513
N 11.19 15.91 13.75  -0.071
C 11.92 16.24 12.60  -0.327
C 13.23 16.76 12.53  -0.264
C 13.73 17.11 11.29  -0.696
C 12.97 16.87 10.10  -0.454
C 11.75 16.22 10.13  -0.586
C 11.23 15.89 11.37  0.860
S 9.67 15.25 11.70  -0.225
H 13.83 16.83 13.43  0.454
H 14.70 17.60 11.27  0.406
H 13.47 17.10 9.16  0.359
H 11.16 16.00 9.23  0.374
C 8.57 22.45 17.62  -0.924
N 9.26 21.20 17.28  0.035
C 10.61 21.13 17.33  0.262
S 11.51 19.98 16.54  -0.404
N 11.30 21.99 18.15  -0.189
C 10.75 22.77 19.30  -1.061
H 8.63 22.74 18.69  0.334
H 7.45 22.32 17.47  0.272
H 8.95 23.30 16.98  0.357
H 8.84 20.59 16.53  0.008
H 12.29 21.75 18.18  0.252
H 10.28 23.66 18.88  0.329
H 11.59 23.05 19.94  0.386
H 10.14 22.12 19.92  0.341
C 5.03 21.02 14.78  -0.894
N 6.12 21.47 13.93  0.195
C 6.16 22.52 12.97  -0.417
C 7.45 22.73 12.57  -0.618
N 8.22 21.70 13.24  0.275
C 9.54 21.20 12.83  -0.986
C 7.37 20.89 13.98  -0.181
Se 7.64 19.16 14.67  -0.231
H 5.53 20.44 15.59  0.284
H 4.31 20.29 14.39  0.278
H 4.53 21.87 15.19  0.395
H 5.22 22.91 12.67  0.477
H 7.90 23.57 12.14  0.417
H 10.23 22.05 12.80  0.308
H 9.52 20.87 11.82  0.355
H 9.94 20.49 13.57  0.365

Results
Net charge: +1
Orbital gap, eV: 6.8
HOMO level, eV: -9.181

4.
Here is a molecular structure, C35H36N8STa at a distorted geometry from the Open Molecules 2025 dataset. Energies are from ωB97M-V/def2-TZVPD.

Each line ends with the Mulliken charge.
Element x y z (Å)
Ta -0.71 0.27 -0.24  -0.296
C -3.00 -3.49 -1.96  -0.937
C -3.67 -2.92 -3.09  -0.659
C -3.60 -1.54 -3.27  -1.131
C -2.74 -0.78 -2.43  1.002
N -2.06 -1.38 -1.40  0.185
C -2.29 -2.69 -1.09  -0.209
C -2.51 0.67 -2.58  0.780
C -3.11 1.40 -3.64  -0.914
C -3.16 2.78 -3.67  -0.996
C -2.51 3.50 -2.62  -1.241
C -1.77 2.79 -1.65  -0.926
C -1.72 1.40 -1.63  1.452
H -3.07 -4.54 -1.76  0.479
H -4.20 -3.52 -3.79  0.530
H -4.24 -1.03 -3.99  0.401
H -1.81 -3.08 -0.18  0.422
H -3.60 0.85 -4.46  0.403
H -3.63 3.27 -4.49  0.477
H -2.61 4.57 -2.55  0.504
H -1.17 3.28 -0.91  1.240
N 2.16 -8.10 4.95  -0.378
C 1.87 -7.12 4.40  -0.256
C 1.54 -5.93 3.69  0.712
C 1.20 -6.06 2.32  -1.123
C 0.89 -4.94 1.60  -0.596
C 0.82 -3.69 2.31  -0.237
C 1.17 -3.57 3.69  -0.534
C 1.52 -4.69 4.41  -1.031
C 0.33 -2.53 1.56  1.206
C 0.99 -2.24 0.34  0.053
C 1.89 -3.02 -0.41  -0.479
C 2.00 -2.51 -1.73  -1.592
C 1.19 -1.40 -1.78  -0.821
N 0.70 -1.09 -0.48  0.851
C -0.81 -1.78 2.05  -0.045
C -1.46 -1.84 3.26  -0.247
C -2.65 -1.04 3.18  -1.421
C -2.69 -0.51 1.92  -0.440
N -1.57 -0.93 1.20  1.259
H 1.18 -7.06 1.85  0.455
H 0.61 -4.97 0.54  0.595
H 1.14 -2.59 4.15  0.735
H 1.76 -4.68 5.48  0.492
H 2.34 -3.90 0.00  0.966
H 2.54 -2.92 -2.58  0.538
H 0.92 -0.85 -2.67  1.030
H -1.15 -2.48 4.09  0.764
H -3.44 -0.94 3.91  0.516
H -3.43 0.20 1.53  0.565
C 2.39 1.44 -2.64  -0.728
C 3.66 2.24 -2.95  -0.855
N 4.06 3.08 -1.76  -0.185
C 4.22 2.18 -0.57  -0.847
C 2.86 1.47 -0.26  -0.097
N 1.85 1.78 -1.29  0.536
C 1.61 3.26 -1.32  -0.083
C 2.94 4.06 -1.54  -0.922
H 2.59 0.37 -2.71  0.428
H 1.65 1.69 -3.40  0.467
H 3.49 2.92 -3.79  0.275
H 4.53 1.59 -3.21  0.357
H 4.55 2.79 0.31  0.288
H 5.02 1.42 -0.75  0.326
H 2.46 1.79 0.72  0.339
H 3.05 0.36 -0.23  0.042
H 1.20 3.57 -0.35  -0.192
H 0.89 3.51 -2.11  0.497
H 3.09 4.69 -0.65  0.341
H 2.81 4.72 -2.42  0.313
C -0.99 5.01 3.77  -1.079
N -0.57 3.81 3.09  -0.168
C -1.10 3.24 2.02  0.828
N -2.27 3.63 1.45  -0.265
S -0.04 1.87 1.48  -0.584
H -0.24 5.24 4.52  0.365
H -1.96 4.90 4.27  0.361
H -1.02 5.82 3.06  0.385
H 0.23 3.32 3.49  0.299
H -2.81 4.42 1.81  0.286
H -2.54 3.19 0.57  0.170

Results
Net charge: +3
Relative energy (zero: lowest compared OMol25 entry of this formula, charge and spin), kcal per mole: 0.00
Orbital gap, eV: 4.8
HOMO level, eV: -15.113